# 1
Entry from OMol25: a structure of composition C17H19BiNO4P2 (ωB97M-V/def2-TZVPD).

As for the total energy: -1911.9854 a.u. The calculation puts the gap between HOMO and LUMO at 6.511 eV.

```
! RIJCOSX wB97M-V def2-TZVPD def2/J DEFGRID3
* xyz 1 1
Bi 0.05 1.16 0.87
O -0.80 5.11 -5.42
C -0.42 4.85 -4.33
O 0.40 5.34 -3.42
C -0.42 3.99 -3.15
C -1.42 4.11 -2.10
C -1.37 3.33 -1.01
N -0.44 2.31 -0.88
C 0.43 2.08 -1.93
C 0.44 2.81 -3.05
C 1.37 0.91 -1.75
O 2.03 0.45 -2.62
O 1.44 0.42 -0.48
H -2.20 4.86 -2.19
H -2.09 3.42 -0.21
H 1.11 2.54 -3.85
C -0.28 -0.51 4.40
P -0.27 -1.44 2.82
C 0.30 -3.09 3.35
C -2.06 -1.70 2.49
C -2.94 -2.13 3.48
C -4.28 -2.33 3.20
C -4.77 -2.10 1.93
C -3.92 -1.67 0.92
C -2.57 -1.46 1.20
P -1.46 -0.82 -0.07
C -0.39 -2.12 -0.73
C -2.46 -0.26 -1.47
H -0.91 0.38 4.32
H 0.73 -0.20 4.64
H -0.66 -1.12 5.22
H -0.38 -3.52 4.09
H 1.29 -2.99 3.80
H 0.38 -3.76 2.50
H -2.57 -2.32 4.48
H -4.95 -2.66 3.98
H -5.82 -2.26 1.71
H -4.31 -1.49 -0.07
H 0.40 -2.36 -0.02
H 0.06 -1.77 -1.65
H -1.00 -3.01 -0.92
H -2.94 -1.11 -1.95
H -1.80 0.23 -2.20
H -3.21 0.46 -1.14
*
```

# 2
Entry from OMol25: the molecule C17H19BrN2O2S at a distorted geometry (ωB97M-V/def2-TZVPD).

As for the total energy: -3890.7151 a.u. The calculation puts the gap between HOMO and LUMO at 7.240 eV.

```
! RIJCOSX wB97M-V def2-TZVPD def2/J DEFGRID3
* xyz 0 1
C 1.66 -3.17 0.28
C 2.76 -2.09 -0.03
C 3.88 -2.49 0.24
C 4.88 -1.47 -0.07
C 4.56 -0.27 -0.58
Br 5.87 1.21 -0.71
C 3.25 0.18 -0.56
C 2.40 -0.69 -0.36
S 0.45 -0.06 -0.61
O -0.36 -1.38 -0.35
O 0.52 0.61 -1.72
N 0.59 0.97 0.60
C 0.03 0.46 2.12
C -1.48 0.35 2.06
N -1.90 1.42 0.94
C -2.67 0.85 -0.01
C -3.54 -0.30 -0.10
C -4.30 -0.70 -0.94
C -4.05 -0.09 -2.29
C -3.29 0.95 -2.30
C -2.53 1.57 -1.63
C -1.26 2.66 0.89
C 0.19 2.37 0.44
H 1.99 -4.01 0.36
H 0.96 -3.26 -0.45
H 0.91 -2.92 1.36
H 4.27 -3.35 0.18
H 5.93 -1.60 -0.14
H 2.80 1.40 -0.77
H 0.57 -0.66 2.21
H 0.44 1.21 2.79
H -1.81 0.66 2.81
H -1.74 -0.60 1.99
H -3.61 -0.79 1.03
H -4.91 -1.68 -0.86
H -4.54 -0.44 -3.23
H -3.10 1.19 -3.44
H -1.81 2.28 -1.55
H -1.26 2.92 1.84
H -1.77 3.47 0.37
H 0.18 2.29 -0.69
H 0.83 2.98 0.87
*
```

# 3
Entry from OMol25: a cluster of 3 separate species, C17H19ClF16N2O4 in total at a distorted geometry (ωB97M-V/def2-TZVPD).

As for the total energy: -3127.7492 a.u. The calculation puts the gap between HOMO and LUMO at 9.768 eV.

```
! RIJCOSX wB97M-V def2-TZVPD def2/J DEFGRID3
* xyz 0 1
N 0.39 -1.33 -0.12
C 0.92 -0.46 -1.17
C 0.36 0.98 -1.11
C 1.34 1.91 -1.89
C 2.25 2.73 -1.02
O 3.25 2.36 -0.48
Cl 1.75 4.45 -0.85
C -1.08 1.08 -1.67
N -1.96 0.66 -0.57
C -1.28 0.79 0.64
O -1.74 0.50 1.73
C 0.08 1.40 0.35
H 0.23 -2.27 -0.45
H 0.97 -1.36 0.71
H 0.63 -0.90 -2.12
H 2.02 -0.44 -1.14
H 2.02 1.30 -2.50
H 0.80 2.57 -2.56
H -1.27 2.13 -1.90
H -1.29 0.43 -2.52
H -2.34 -0.27 -0.66
H -0.07 2.48 0.43
H 0.86 1.08 1.05
F -1.41 -3.56 -4.80
C -1.89 -2.65 -3.94
F -0.90 -1.75 -3.70
C -2.30 -3.27 -2.60
F -1.20 -3.76 -1.98
F -2.74 -2.20 -1.87
C -3.44 -4.29 -2.57
O -3.11 -5.66 -2.48
C -2.95 -6.48 -3.58
F -3.28 -5.86 -4.73
F -3.80 -7.52 -3.43
C -1.55 -7.08 -3.63
F -0.61 -6.11 -3.71
F -1.45 -7.86 -4.73
H -2.73 -2.13 -4.40
H -3.94 -4.09 -1.62
H -4.18 -4.10 -3.35
H -1.37 -7.69 -2.74
F 3.14 3.68 6.06
C 2.63 2.44 6.05
F 3.63 1.58 6.36
C 2.06 2.06 4.68
F 3.06 2.02 3.77
F 1.61 0.78 4.85
C 0.87 2.85 4.14
O 1.13 3.86 3.16
C 1.40 5.15 3.50
F 1.22 5.39 4.81
F 0.52 5.93 2.83
C 2.79 5.59 3.05
F 3.73 4.81 3.61
F 3.00 6.87 3.44
H 1.86 2.36 6.82
H 0.28 2.12 3.60
H 0.23 3.23 4.94
H 2.88 5.52 1.96
*
```

# 4
Entry from OMol25: a structure of composition C17H19ClN2O2S at a distorted geometry (ωB97M-V/def2-TZVPD).

As for the total energy: -1777.1583 a.u. The calculation puts the gap between HOMO and LUMO at 8.299 eV. Its energy above the lowest of the compared OMol25 structures with the same formula, charge and spin is 298.3 kcal per mole.

```
! RIJCOSX wB97M-V def2-TZVPD def2/J DEFGRID3
* xyz 0 1
C 7.23 2.34 0.45
H 7.34 1.95 1.38
O 6.03 2.72 -0.11
C 5.02 1.58 -0.18
C 3.72 1.78 -0.76
C 2.66 0.91 -0.66
C 2.86 -0.45 -0.17
C 4.22 -0.65 -0.02
C 5.19 0.31 0.10
H 6.26 -0.04 0.52
O 4.35 -1.80 0.42
C 5.58 -2.35 0.70
H 6.45 -2.45 -0.09
H 5.60 -3.43 1.00
H 6.00 -1.99 1.61
N 1.92 -1.37 -0.31
C 0.71 -1.47 -0.08
N 0.13 -0.25 0.53
H 0.89 0.68 0.57
C -1.28 0.03 0.79
H -1.72 -1.00 0.84
H -1.50 0.76 1.67
C -1.97 0.63 -0.52
C -3.51 0.57 -0.19
C -4.16 -0.50 -0.70
C -5.44 -0.68 -0.25
C -6.17 0.28 0.10
C -5.45 1.83 0.18
C -4.20 1.64 0.09
H -3.55 2.57 0.13
H -6.00 2.68 0.42
Cl -7.92 0.42 0.26
H -6.04 -1.59 -0.30
H -3.66 -1.71 -0.75
H -1.74 -0.21 -1.41
H -1.56 1.72 -0.77
S -0.22 -2.63 -0.63
H 2.36 -2.24 -0.33
H 1.73 1.31 -1.10
H 3.40 3.10 -0.80
H 7.76 1.55 -0.14
H 7.57 3.37 0.57
*
```